DFT (ωB97M-V/def2-TZVPD) results for one molecule with the formula C4H9N.

```
14
C4H9N | the OMol25 dataset | ωB97M-V/def2-TZVPD
C 2.54 0.57 -0.26
C 1.26 0.59 -0.60
C 0.12 0.29 0.33
N -0.77 -0.69 -0.28
C -2.08 -0.80 0.38
H 3.27 0.79 -1.02
H 2.87 0.34 0.75
H 0.96 0.76 -1.63
H -0.39 1.22 0.61
H 0.50 -0.11 1.29
H -0.94 -0.40 -1.23
H -2.89 -0.81 -0.35
H -2.28 0.00 1.10
H -2.17 -1.75 0.91
```

Calculated values
**LUMO level**: 1.208 eV
**Energy relative to the best compared isomer or geometry (same formula, charge and spin)**: 0.975 eV
**HOMO-LUMO gap**: 10.0988 eV
**DFT total energy**: -5782.837 eV
**HOMO level**: -8.89 eV
**Maximum force**: 0.8 eV Å⁻¹